(1)
# C41H33IN6O8Sr

C41H33IN6O8Sr as an isolated structure (wB97M-V/def2-TZVPD, the Open Molecules 2025 dataset).

The geometry in ORCA input format:
```
! RIJCOSX wB97M-V def2-TZVPD def2/J DEFGRID3
* xyz -2 1
Sr 0.09 -0.37 0.12
O -4.08 -0.21 -1.42
C -2.95 -0.16 -0.71
O -2.07 -0.98 -0.88
C -2.84 0.96 0.24
C -3.83 1.90 0.49
C -3.52 2.95 1.35
C -2.23 3.05 1.85
C -1.30 2.06 1.54
N -1.64 1.03 0.80
C 0.18 2.15 1.98
O 0.48 3.11 2.69
O 0.93 1.24 1.53
H -3.99 -0.94 -2.05
H -4.80 1.81 0.03
H -4.28 3.68 1.60
H -1.91 3.87 2.48
C 2.76 5.09 -2.43
C 3.35 4.02 -3.31
C 4.44 4.27 -4.12
C 4.94 3.30 -4.97
C 4.29 2.08 -5.05
C 3.18 1.79 -4.26
C 2.45 0.49 -4.47
C 2.73 2.75 -3.32
N 1.60 2.58 -2.56
C 1.28 1.57 -1.80
O 0.10 1.34 -1.40
C 2.35 0.57 -1.36
C 3.67 0.88 -1.07
C 4.54 -0.18 -0.84
C 4.10 -1.48 -1.01
C 2.75 -1.70 -1.28
N 1.90 -0.68 -1.39
C 2.23 -3.06 -1.74
O 3.08 -3.93 -2.03
N 0.92 -3.06 -1.90
C 0.14 -4.02 -2.48
C -0.74 -3.57 -3.50
C -0.67 -2.13 -3.93
C -1.64 -4.44 -4.09
C -1.69 -5.78 -3.72
C -0.83 -6.23 -2.73
C 0.06 -5.38 -2.09
C 0.93 -5.90 -0.98
H 3.16 6.07 -2.70
H 2.96 4.90 -1.38
H 1.68 5.08 -2.55
H 4.90 5.26 -4.10
H 5.82 3.50 -5.58
H 4.64 1.33 -5.76
H 1.41 0.58 -4.17
H 2.90 -0.33 -3.89
H 2.49 0.20 -5.53
H 3.99 1.91 -1.03
H 5.57 0.02 -0.56
H 4.76 -2.33 -0.94
H -0.80 -1.47 -3.07
H -1.42 -1.91 -4.69
H 0.32 -1.91 -4.33
H -2.31 -4.08 -4.87
H -2.38 -6.47 -4.20
H -0.87 -7.27 -2.43
H 1.00 -6.99 -1.01
H 0.53 -5.60 0.00
H 1.94 -5.48 -1.06
O 0.30 -3.01 3.52
C 0.23 -1.97 2.87
O 0.47 -1.81 1.63
C -0.10 -0.73 3.71
C 0.95 -0.22 4.49
C 0.71 0.85 5.32
C -0.57 1.38 5.37
C -1.54 0.81 4.57
N -1.32 -0.22 3.75
H 1.92 -0.68 4.43
H 1.51 1.27 5.92
H -0.80 2.23 6.00
H -2.55 1.20 4.57
I -6.45 -1.30 1.31
C -4.56 -2.22 1.17
C -4.30 -3.11 0.13
C -3.03 -3.66 0.07
C -2.11 -3.34 1.06
N -2.40 -2.52 2.06
C -3.59 -1.94 2.11
H -5.06 -3.34 -0.60
H -2.76 -4.32 -0.75
H -1.11 -3.76 1.07
H -3.75 -1.25 2.93
*
```

**Max |F|**: 3.4 eV/A
**Gap between HOMO and LUMO**: 5.61 eV

(2)
# C2H2BrCl2NO

A single C2H2BrCl2NO molecule (wB97M-V/def2-TZVPD, the Open Molecules 2025 dataset).

The geometry in ORCA input format:
```
! RIJCOSX wB97M-V def2-TZVPD def2/J DEFGRID3
* xyz 0 1
O 1.49 1.22 -0.66
C 1.08 0.26 -0.09
N 1.25 -0.07 1.18
Br 2.47 0.90 2.24
C -0.32 -0.59 -0.69
Cl -1.52 0.56 -0.27
Cl -0.54 -2.19 0.11
H 1.24 -1.07 1.40
H -0.45 -0.67 -1.69
*
```

**Max |F|**: 4.9 eV/A
**SMILES string**: O=C(NBr)C(Cl)Cl
**Energy relative to the best compared isomer or geometry (same formula, charge and spin)**: 1.038 eV
**Gap between HOMO and LUMO**: 9.91 eV

(3)
# C21H29B2Cl41N6O8P

A 11-piece molecular cluster, C21H29B2Cl41N6O8P overall (wB97M-V/def2-TZVPD, the Open Molecules 2025 dataset).

The geometry in ORCA input format:
```
! RIJCOSX wB97M-V def2-TZVPD def2/J DEFGRID3
* xyz 1 1
C -1.94 1.98 -1.98
N -1.53 1.14 -0.83
C -0.11 1.34 -0.59
C 0.57 0.24 0.35
N -0.38 0.01 1.38
N 1.77 0.89 0.88
B 1.67 1.65 2.13
O 1.30 2.97 2.21
O 1.96 0.99 3.30
C 1.29 1.52 4.45
C 3.06 0.59 0.34
Cl 4.19 1.93 0.78
C 3.01 0.30 -1.18
B 4.45 -0.41 -1.55
O 4.72 -0.85 -2.83
O 5.43 -0.56 -0.63
P 3.16 1.88 -2.16
O 4.55 2.24 -2.29
O 2.38 3.11 -1.50
O 2.60 1.67 -3.67
N 1.89 -0.62 -1.63
C 0.87 -1.01 -0.56
C 1.55 -2.20 0.20
N 1.56 -2.07 1.66
N -0.29 -1.46 -1.30
C -0.06 -2.42 -2.40
C -1.47 -1.91 -0.59
C -1.49 -2.79 0.66
O -2.50 -1.61 -1.06
H -2.98 1.80 -2.25
H -1.80 3.04 -1.70
H -1.35 1.73 -2.87
H -2.09 1.49 -0.05
H 0.37 1.39 -1.58
H 0.01 2.34 -0.15
H -1.02 0.76 1.59
H -0.12 -0.59 2.15
H 1.52 3.36 1.35
H 1.47 0.85 5.29
H 1.65 2.50 4.75
H 0.20 1.55 4.31
H 3.48 -0.28 0.87
H 3.98 -0.59 -3.39
H 5.84 -1.43 -0.76
H 3.03 3.68 -1.06
H 1.75 2.14 -3.78
H 1.43 -0.20 -2.44
H 2.36 -1.45 -2.01
H 2.61 -2.37 -0.11
H 1.06 -3.16 -0.02
H 2.15 -2.79 2.07
H 1.93 -1.18 1.99
H -0.06 -1.88 -3.35
H -0.86 -3.16 -2.43
H 0.89 -2.98 -2.35
H -0.85 -2.42 1.45
H -1.24 -3.82 0.38
H -2.49 -2.80 1.07
C -2.49 6.10 -1.56
Cl -3.49 5.16 -0.44
Cl -2.65 7.82 -1.19
Cl -0.80 5.62 -1.38
Cl -3.02 5.80 -3.22
C 3.01 -1.61 6.99
Cl 2.03 -2.63 8.04
Cl 2.78 0.08 7.44
Cl 4.71 -2.05 7.15
Cl 2.50 -1.85 5.30
C -0.64 1.50 9.16
Cl -0.91 0.76 7.57
Cl -0.36 0.22 10.36
Cl 0.78 2.55 9.09
Cl -2.05 2.44 9.62
C -5.65 -3.33 -0.12
Cl -5.87 -2.87 -1.81
Cl -4.97 -1.97 0.78
Cl -7.21 -3.78 0.58
Cl -4.53 -4.70 -0.04
C -5.34 2.22 -4.36
Cl -3.78 2.19 -5.19
Cl -5.69 0.62 -3.70
Cl -5.25 3.39 -3.03
Cl -6.61 2.69 -5.49
C -2.75 9.00 3.08
Cl -4.37 9.62 3.39
Cl -2.01 8.50 4.61
Cl -2.85 7.61 1.99
Cl -1.77 10.26 2.34
C 3.07 -6.04 3.01
Cl 3.05 -6.49 4.72
Cl 4.01 -7.21 2.09
Cl 1.41 -5.99 2.40
Cl 3.79 -4.42 2.84
C -4.36 -5.97 4.03
Cl -5.22 -6.61 5.43
Cl -3.33 -4.62 4.53
Cl -3.36 -7.24 3.31
Cl -5.53 -5.40 2.83
C 0.38 -0.82 -6.30
Cl -0.56 0.55 -5.68
Cl 0.43 -0.78 -8.06
Cl 2.04 -0.71 -5.66
Cl -0.36 -2.33 -5.77
C 2.14 -1.47 -11.65
Cl 1.98 -3.03 -12.47
Cl 0.52 -0.81 -11.31
Cl 3.03 -1.69 -10.14
Cl 3.02 -0.35 -12.69
*
```

**Max |F|**: 2.8 eV/A
**Gap between HOMO and LUMO**: 8.59 eV

(4)
# C3H3NO3P

C3H3NO3P as an isolated structure (wB97M-V/def2-TZVPD, the Open Molecules 2025 dataset).

The geometry in ORCA input format:
```
! RIJCOSX wB97M-V def2-TZVPD def2/J DEFGRID3
* xyz -1 1
C -0.30 -0.40 0.20
C -1.15 -1.63 -0.03
C 1.65 0.86 0.50
N 0.93 -0.31 0.49
O -1.00 -2.79 0.30
O -2.24 -1.16 -0.52
O -1.57 1.09 -1.82
P -1.73 0.73 -0.41
H 2.28 1.04 1.41
H 0.94 1.84 0.29
H 2.18 0.73 -0.41
*
```

**Max |F|**: 4.1 eV/A
**Energy relative to the best compared isomer or geometry (same formula, charge and spin)**: 0.688 eV
**Gap between HOMO and LUMO**: 7.62 eV